(1)
A cluster of 8 separate species, C36H63FN8O10 in total. Source: the Open Molecules 2025 dataset; level of theory: ωB97M-V with the def2-TZVPD basis set.

ORCA input file:
```
! wB97M-V def2-TZVPD RIJCOSX def2/J DEFGRID3
* xyz 0 1
H 0.2336 0.8724 -12.1588
O -2.9557 -5.8659 -8.9785
C 0.0184 -0.3219 1.7506
C -0.4985 -1.4787 -12.8156
H 3.4169 1.0023 -9.8111
H -2.5912 1.5631 -3.7164
H 0.6192 -4.5887 -8.3362
H -2.3183 -3.7077 15.2115
C -1.7405 2.9367 13.2834
H 4.8373 2.0694 -9.7035
H -3.7710 0.6410 14.0639
H -2.8783 1.6722 15.2075
H -0.1976 -6.0734 -8.8991
H -1.6175 5.0664 7.4975
C -0.4911 0.7479 0.9348
N -1.0655 3.0857 7.8220
H 1.3873 0.8040 5.3776
N -1.5816 -3.7302 13.2410
O -2.1218 2.9488 5.7878
H -1.9825 1.3940 7.0811
H -3.2077 -4.7345 14.0616
C 1.4034 0.2863 -0.9617
C 1.1323 -1.3697 1.2133
O 2.3508 2.5810 -13.0863
H 5.1539 1.3156 -3.5617
H -0.9682 0.9103 -3.3697
C -0.9662 -0.7175 -5.5287
H -2.3828 -0.1588 -3.2923
C 2.6951 2.0763 -12.0323
C -0.6723 2.4182 9.0477
N -1.7547 0.3490 -5.2115
C 2.1412 0.8239 -2.2254
H -3.4927 1.1076 -6.0651
C -1.0221 -4.1851 -6.4413
C -0.3257 0.8159 3.9206
C -1.9401 0.6935 -3.8147
H 2.0288 2.8094 2.9399
H -1.1647 -0.8569 -13.4189
C -1.9219 0.8742 12.0222
C 3.4611 0.1356 -2.6835
H -0.6342 -4.5030 -9.6047
F 2.9106 2.8892 -4.5371
H 0.8205 0.3720 -10.5485
C -1.7613 2.4465 6.8396
H 2.4732 1.0240 -11.7987
H -0.8500 -2.5116 -12.8441
H -0.0902 4.5714 6.7379
H 1.9278 0.3886 3.6455
C 3.7333 4.1072 -11.2116
H -3.3212 -5.1294 -7.1263
H -1.8827 -3.9879 11.1969
H 0.8563 3.3581 4.3015
C 0.0257 1.0230 -0.5437
H -2.0688 2.1826 -6.1410
N 3.3746 2.7135 -11.0358
C -2.6126 -5.3070 -7.9511
H -0.8493 0.9465 -10.7415
H -1.3990 -1.9484 14.2637
H -1.1817 -2.7493 -10.6811
C 1.9537 -0.9269 -0.1050
H -1.5906 -0.5897 3.0222
O -0.8732 -1.3679 -9.2313
H -0.8915 -0.8923 -6.6143
N -0.4811 -0.9726 -11.4579
C -1.3606 -4.4815 12.0204
C -1.1854 -2.4262 13.2939
H -0.2313 -4.7507 -5.9417
C -2.2161 -4.3888 14.3648
C 3.3968 1.5873 -4.9413
O 3.1081 1.2394 -6.1164
H -1.1183 2.9426 9.8963
H -0.2908 -4.4959 11.7979
C -0.3243 -5.0084 -8.6873
H 0.4172 2.4448 9.1330
H 0.5137 -1.4334 -13.2257
N -0.5780 -0.4205 3.1237
C -2.4119 1.1479 -6.2251
H -1.9527 3.4218 14.2498
C -2.7781 0.9852 14.3654
H 2.6174 2.7905 4.6883
H -0.8523 0.8559 11.8019
O -0.5936 1.7427 -1.3947
H -1.3070 1.4575 1.3333
C -0.7070 4.4779 7.6355
H 2.8240 4.6945 -11.3618
H 4.9281 -1.6345 -2.1947
H -0.1563 4.8505 8.5001
C 3.7494 2.0418 -9.8069
C 1.6918 2.6142 4.0162
C -0.8651 -1.7341 -10.3944
C 1.2419 1.0713 4.2588
H -1.0062 1.3789 9.0535
H -1.6072 -5.2452 14.6658
O -1.2008 3.5387 12.3721
H 4.7682 -0.2072 -4.5343
H -0.6674 -3.1758 -6.6586
C 4.2829 0.6669 -3.9718
H -1.8896 -4.1251 -5.7820
H 3.7059 -2.5565 -0.0104
H -0.7313 1.7837 3.4608
H -2.2909 -0.1441 12.1332
O -0.3862 -1.4296 -4.7248
H 1.6621 1.7122 -2.7645
O -0.6482 -1.8165 12.3865
C -0.0409 0.3883 -11.2207
N -2.1413 1.6336 13.2385
H -2.1725 0.1288 14.6722
H 4.2696 4.4777 -10.3371
N -1.3580 -4.8422 -7.6880
C 3.2699 -1.6486 -0.5691
H 3.2894 2.5609 -8.9623
O 1.3881 -2.4599 1.7974
C 3.9711 -1.0814 -1.8641
H -1.7271 -5.5031 12.1277
H -0.8737 0.6777 4.9331
H -2.4425 1.3668 11.1965
H -2.1842 0.7756 -7.2258
H 4.3639 4.2052 -12.0989
*
```

Computed properties:
HOMO energy	-0.3199	Eh
ΔE to the lowest compared entry with this formula, charge and spin	740.5	kJ/mol
LUMO level	-1.48	eV
SMILES string	CCCNC1=CC(=O)c2cc(CC(=O)F)ccc2C1=O.CN(C)C=O.CN(C)C=O.CN(C)C=O.CN(C)C=O.CN(C)C=O.CN(C)C=O.CN(C)C=O

Mulliken atomic charge list, values in e, 5 entries: 0.48, -0.60, -0.05, -0.93, 0.32

=====

(2)
A cluster of 3 separate species, CH8O2 in total. Source: the Open Molecules 2025 dataset; level of theory: ωB97M-V with the def2-TZVPD basis set.

ORCA input file:
```
! wB97M-V def2-TZVPD RIJCOSX def2/J DEFGRID3
* xyz -1 2
O 3.1908 2.8281 -3.2470
H 2.9898 -0.6308 2.3998
H 2.7888 2.5839 -4.0464
H 1.7994 -0.8663 1.3546
H -6.1645 -3.2248 1.5215
H -4.8365 -2.1209 1.7403
H 3.3595 3.7263 -3.0445
O 2.7164 -0.7407 1.4736
H -6.2348 -1.4235 1.0437
H -6.0063 -1.8855 2.7668
C -5.8255 -2.1429 1.7419
*
```

Computed properties:
HOMO energy (alpha / beta)	0.0590 / -0.2561	Eh
ΔE to the lowest compared entry with this formula, charge and spin	122.7	kJ/mol
LUMO level (alpha / beta)	3.34 / 3.39	eV
<S²>	0.75

natural (NBO) atomic charge list, values in e, 5 entries: -1.05, 0.36, 0.46, 0.34, 0.19

=====

(3)
A cluster of 2 separate species, C4H12OS in total. Source: the Open Molecules 2025 dataset; level of theory: ωB97M-V with the def2-TZVPD basis set.

ORCA input file:
```
! wB97M-V def2-TZVPD RIJCOSX def2/J DEFGRID3
* xyz 0 1
H -1.2427 -0.1504 1.5715
H 5.4566 0.8284 0.4244
H -1.0898 3.2443 -1.7068
H -0.9978 -2.6874 1.8896
C -0.8185 0.1223 -0.5212
C -1.4486 -0.6627 0.6369
H -1.9941 1.8531 -0.0443
H -2.5224 -0.7270 0.4391
H 6.1476 1.2131 1.7322
H -0.6711 -0.5073 -1.3896
H 0.1569 0.4966 -0.2168
H 0.0707 2.0063 -1.9867
H -1.4342 2.0656 -2.9665
C -0.9999 2.2046 -1.9878
O 5.2843 1.2307 1.2822
H -2.6075 0.9098 -1.3239
C -1.6788 1.3059 -0.9327
S -0.7856 -2.3462 0.6163
*
```

Computed properties:
HOMO energy	-0.3277	Eh
ΔE to the lowest compared entry with this formula, charge and spin	39.7	kJ/mol
LUMO level	0.93	eV
SMILES string	CCCCS.O

natural (NBO) atomic charge list, values in e, 5 entries: 0.22, 0.47, 0.21, 0.12, -0.40

=====

(4)
A structure of composition C32H41CuGeN2O2Te. Source: the Open Molecules 2025 dataset; level of theory: ωB97M-V with the def2-TZVPD basis set.

ORCA input file:
```
! wB97M-V def2-TZVPD RIJCOSX def2/J DEFGRID3
* xyz 3 2
H 5.3165 1.9243 3.7273
C -0.7889 1.7716 2.9505
C -1.3304 -3.8753 -1.4433
C 5.5089 -0.0746 2.9720
H -0.4821 3.9689 5.6131
Ge -2.1029 1.4876 1.5710
H 3.7601 2.6419 1.9577
H -4.0965 1.0826 3.7043
H 1.0986 -2.6472 1.2357
H -6.1157 2.5262 0.8860
H -3.3433 -0.6703 2.1904
H 0.3447 1.0099 5.5120
C -3.6127 0.2896 1.7536
H 5.5247 -1.9879 1.9983
H 0.1569 2.0353 2.4704
H 3.6071 3.4652 -2.5350
H -3.3566 2.9746 2.1979
C 5.0465 0.1065 -3.8161
H 3.9728 -1.2988 0.2146
C 5.3400 1.2965 -4.4727
C -1.6214 -6.1044 -0.3172
Cu 0.9392 -0.5260 -0.9421
H 5.9879 1.2857 -5.3386
H 0.7867 3.2981 4.6170
C 5.0108 1.2201 2.9654
N 0.1045 -2.2127 -0.5292
H 5.4621 -0.8265 -4.1723
O -2.5092 -6.2520 -1.3917
H -5.5129 0.7927 2.7142
H -2.8498 -7.1526 -1.4211
C -0.3856 0.5019 -3.3090
H 0.1274 -4.9153 1.4362
H -1.8815 2.2214 0.2417
H 4.0127 -0.8162 -2.1853
O -3.3553 -2.2662 -5.7492
H -1.2146 1.1687 -5.1513
H -2.0125 -4.2153 -2.2086
H -4.5776 2.3687 0.0441
C -4.4427 2.6127 2.2207
H -5.0983 3.9418 0.6406
H -3.8608 -2.4512 -6.5481
C 4.8164 2.4978 -4.0189
C -1.1606 0.3572 -4.4374
H -4.8587 3.2770 2.9794
H -0.8016 -6.8327 -0.3479
H -3.3643 -0.1958 -5.9857
C -0.1405 -4.2861 0.5975
C 5.1284 -0.9814 1.9894
C -1.7487 -1.8395 -3.6805
H -2.1196 -6.2160 0.6536
H -2.1897 2.6775 4.3519
H 0.1774 1.4069 -3.1192
N -0.2918 -0.4744 -2.3949
C -1.0221 -4.7314 -0.3863
H -2.2836 -2.7656 -3.8331
C 3.9970 2.5223 -2.8971
C -4.4850 1.1544 2.6863
C -0.1082 1.8830 5.9871
H 6.2069 -0.3780 3.7405
C -0.1945 3.0803 5.0492
C -1.8523 -0.8349 -4.6427
H -1.0961 1.5976 6.3552
C -0.9603 -1.6367 -2.5699
C -0.7468 -2.6286 -1.4926
C 0.4051 -3.0265 0.4945
C 4.2496 -0.5943 0.9899
H -4.0700 0.1239 0.7800
H -0.6563 0.8376 3.4994
H -1.3096 3.8420 3.3668
Te 2.5136 1.4442 -0.5300
C 4.2272 0.1133 -2.6985
H -2.0018 -1.0309 -6.7392
C 3.7142 1.3262 -2.2495
C 3.7615 0.7093 0.9905
C 4.1283 1.6237 1.9713
C -5.0834 2.8774 0.8673
H 0.5034 2.1199 6.8560
H 5.0495 3.4217 -4.5305
C -2.6792 -1.0446 -5.8759
C -1.2105 2.9044 3.9201
*
```

Computed properties:
HOMO energy (alpha / beta)	-0.6037 / -0.6036	Eh
LUMO level (alpha / beta)	-9.07 / -10.90	eV
<S²>	0.75

Mulliken atomic charge list, values in e, 5 entries: 0.44, -0.48, -0.06, -0.53, 0.36

=====

(5)
A structure of composition C25H42F2InN7O3P2. Source: the Open Molecules 2025 dataset; level of theory: ωB97M-V with the def2-TZVPD basis set.

ORCA input file:
```
! wB97M-V def2-TZVPD RIJCOSX def2/J DEFGRID3
* xyz 2 1
H 1.4160 2.0961 -4.6249
O -0.8316 1.8344 -1.8157
C -1.4539 -1.2925 -3.9883
C 2.4054 -1.3817 2.2329
H -4.3818 3.6235 0.3896
C -0.8955 -1.1687 3.0149
P -0.1636 0.4851 -2.3955
H 1.2013 2.8387 2.1459
N -1.0869 0.0878 -3.6734
H 2.5223 2.6490 -3.3592
H 4.1817 -3.2919 0.2053
H 0.4731 4.0259 -1.3248
C 2.6000 0.2195 0.4344
C -0.4273 -0.3945 4.0540
P -1.2787 2.1674 -0.3138
H -2.7094 1.0950 -4.5552
H 1.7301 4.0428 -0.0829
C 4.1429 0.0210 0.4506
H -1.3009 0.8871 -5.6115
H 4.2173 -2.5950 2.5053
C -2.1885 -3.2759 -0.3085
H 1.8512 -3.0623 0.3311
N 4.4598 -1.3375 0.8650
C -3.0395 -4.3589 -0.2787
C -0.7225 -0.7902 5.3527
N 1.9498 -1.0412 0.8634
H 4.6164 0.7198 1.1407
H -1.0169 -1.9684 -3.2568
H -3.6480 4.3017 -1.8974
H 3.2447 0.1543 -3.1984
H -2.5402 -1.4031 -3.9777
H 4.4358 -0.8946 2.8996
C -2.6091 4.1523 -1.6049
H 2.0388 -0.1731 -4.4499
H -2.9861 4.4591 1.0840
C -1.4315 -1.9439 5.6059
H 2.3004 1.0042 1.1330
H 1.8891 -2.2866 2.5572
H 4.5709 0.1936 -0.5375
N 1.3651 1.0003 -2.7970
H 1.9543 -1.0256 -2.8977
F -0.2911 -0.0448 6.3643
H -3.3603 -4.8322 -1.1952
H -4.1376 -5.6528 1.0378
H 0.1496 0.5083 3.9050
C 2.3233 -2.1521 -0.0460
F -2.5189 -3.8240 4.8393
H 2.1243 -0.5729 2.9079
H -3.3951 -4.5203 3.0655
C -3.4664 -4.8080 0.9616
O -0.1009 -0.6157 -1.3869
In -0.4059 -0.8271 0.8986
N 0.0990 2.8073 0.3633
C 2.1922 -0.0736 -3.3711
H -3.2513 2.7267 1.4087
H 0.2193 4.9258 0.1795
H -1.2666 2.0904 -4.3149
C -3.0363 -4.1702 2.1150
C 3.8714 -2.2846 -0.0716
C 0.1563 2.8652 1.8318
N -2.5713 3.1431 -0.5423
C -1.6179 1.0982 -4.5893
H -0.3767 2.0184 2.2626
C -1.8695 -2.6965 4.5331
C 0.6532 4.0199 -0.2527
H -2.0548 3.8070 -2.4738
H -1.8255 -2.8571 -1.2390
H 4.2604 -2.0775 -1.0689
H 2.2297 0.4872 -0.5541
H -2.2048 5.1123 -1.2732
N -1.7621 -2.6766 0.8070
C -3.3322 3.5127 0.6595
H -1.6438 -2.2684 6.6152
O -1.6654 0.9370 0.4431
H -0.2838 3.7872 2.2224
C 3.9504 -1.5816 2.2068
C -2.1585 -3.0909 2.0232
H 1.9205 -1.9448 -1.0357
H -1.0858 -1.5608 -4.9797
H 0.7962 2.9915 -3.2229
C 1.5238 2.2538 -3.5478
C -1.6420 -2.3327 3.1980
*
```

Computed properties:
HOMO energy	-0.4963	Eh
LUMO level	-5.15	eV

Mulliken atomic charge list, values in e, 5 entries: 0.27, 0.23, -0.76, -0.49, 0.39

=====

(6)
An isolated molecule of C26H34N6O3. Source: the Open Molecules 2025 dataset; level of theory: ωB97M-V with the def2-TZVPD basis set.

ORCA input file:
```
! wB97M-V def2-TZVPD RIJCOSX def2/J DEFGRID3
* xyz 0 1
C 0.3440 -5.0398 2.6594
H 1.1108 -6.0796 0.9364
H -5.3072 4.0541 -0.9536
H -5.0514 2.0934 2.8311
C -3.7112 2.6601 -0.7452
C 1.0737 -3.9690 0.5148
C 3.5323 1.5065 -0.5604
C 3.0257 0.4995 -1.5960
C -3.0604 1.7433 0.0912
H 0.5033 -5.8851 3.3310
C -3.5615 1.5470 1.3923
H -3.3315 2.8090 -1.7443
H 0.5546 -4.1236 3.2147
C 1.3962 1.1190 0.6773
C 4.5602 4.2199 -2.8472
C 4.4467 2.5226 -1.2138
H 2.6181 -1.0690 -0.1636
C 1.2911 -5.1419 1.4670
C -4.6807 2.2575 1.8289
C -1.1072 -5.0154 2.1894
H 4.5857 3.0768 -4.6735
C -1.3377 -3.8415 1.2419
C -0.3834 -3.9589 0.0526
H 1.7767 2.7397 -0.6730
N -0.9477 -1.1896 -2.1628
C 2.0741 -0.4906 -0.9349
N -1.2831 -2.2763 -2.8380
H 2.3271 -5.1452 1.8105
N 0.9435 0.2188 -0.3671
H 0.5242 1.6042 1.1214
C -1.9155 0.9953 -0.3071
N -1.1126 -3.3181 -2.1402
H -1.7741 -4.9230 3.0475
C -5.3103 3.1579 0.9935
H 1.7084 -1.1874 -1.6916
H -1.3421 -5.9522 1.6778
H 1.9241 0.5683 1.4785
H -3.2971 0.5036 3.1436
H -1.5155 1.1191 -1.3022
H 4.1211 0.9870 0.2029
H 3.8309 4.9576 -3.1885
H 1.7357 -4.0518 -0.3507
C 5.2915 3.5856 -4.0214
N -2.9308 0.6484 2.2096
C -1.8293 -0.1047 1.8784
H 2.6386 2.8644 0.8733
C -6.5127 3.9251 1.4455
H 5.2760 4.6889 -2.1641
C -0.1038 -0.6757 0.1152
C 2.3198 2.1780 0.0869
H -2.3692 -3.8444 0.8812
O 3.7987 3.2512 -2.1253
H -0.5908 -4.8993 -0.4739
H -6.3267 4.9956 1.3712
H -7.3664 3.6936 0.8099
H 0.2335 -1.2621 0.9876
O -1.3565 -0.8899 2.6884
C -0.5419 -1.5915 -0.9761
H 5.8093 4.3544 -4.5876
N -0.6408 -2.9454 -0.9444
H -1.1692 -2.9078 1.7804
H -6.7691 3.6856 2.4739
H 6.0200 2.8652 -3.6576
C -1.3197 0.1204 0.5342
C -4.8110 3.3504 -0.3021
O 5.6125 2.6597 -0.9463
H 3.8617 -0.0408 -2.0436
H 1.3093 -3.0406 1.0371
H 2.4891 1.0333 -2.3804
*
```

Computed properties:
HOMO energy	-0.3122	Eh
ΔE to the lowest compared entry with this formula, charge and spin	3.1	kJ/mol
LUMO level	0.09	eV
SMILES string	CCOC(=O)C1CCN([C@@H](c2cc3ccc(C)cc3[nH]c2=O)c2nnnn2C2CCCCC2)CC1

natural (NBO) atomic charge list, values in e, 5 entries: -0.40, 0.20, 0.21, 0.21, -0.13

=====

(7)
A cluster of 7 separate species, C4H21O7 in total. Source: the Open Molecules 2025 dataset; level of theory: ωB97M-V with the def2-TZVPD basis set.

ORCA input file:
```
! wB97M-V def2-TZVPD RIJCOSX def2/J DEFGRID3
* xyz -1 1
H 2.0620 0.7936 3.0502
H 1.4897 0.0012 -2.9974
C -0.0848 2.1922 1.5422
H 2.2920 -2.7599 0.6511
H 0.9099 0.1328 -1.7517
H -0.2453 1.6014 2.4508
H 2.4833 0.3538 -0.9981
H -0.6353 0.4354 0.2446
H 0.8707 -2.2919 -2.6975
H -4.2675 0.2475 0.6054
C -2.4985 1.6623 0.9352
H -3.8489 1.2248 -0.5402
H -2.5618 1.3819 2.0570
H -0.3954 3.2525 1.6839
O -0.0348 -3.9585 0.4026
H -0.7003 2.1858 -0.4152
H 1.4296 1.3792 0.5966
O 0.5483 0.0667 -2.8371
H 2.2543 0.3932 1.5684
H 0.8623 -3.7907 0.3127
H 0.2513 -1.4404 -3.7483
H -2.7402 -0.2964 -0.1942
C -3.3505 0.6330 0.1640
O 1.6331 0.2418 -0.5273
C -0.9783 1.5111 0.4676
O 2.5637 0.1767 2.4769
H 1.9711 -1.8129 -0.5472
O 2.0949 -2.7198 -0.2929
H -2.9850 2.6609 0.7470
O 0.8089 -2.2499 -3.5474
H -0.4462 -3.2764 -0.1586
O 1.2477 2.0691 1.2970
*
```

Computed properties:
HOMO energy	-0.2282	Eh
ΔE to the lowest compared entry with this formula, charge and spin	221.7	kJ/mol
LUMO level	3.36	eV

natural (NBO) atomic charge list, values in e, 5 entries: 0.47, 0.44, -0.03, 0.48, 0.50